Density functional theory data (ωB97M-V with the def2-TZVPD basis set) for a molecular structure, C30H44N2O6P2Re at a distorted geometry.

Calculated values
Gap between HOMO and LUMO (spin up / spin down), eV: 7.31 / 5.48
Calculated total energy, a.u.: -2490.52427
LUMO (spin up / spin down), Eh: -0.2236 / -0.3218
Max |F|, eV Å⁻¹: 6.169
Spin multiplicity: 4
Net charge: +2
Relative energy (zero: lowest compared OMol25 entry of this formula, charge and spin), kcal/mol: 0.00

Each line ends with the Löwdin charge.
CARTESIAN COORDINATES (ANGSTROEM)
Re 0.73311 -1.64823 -2.19499  1.482
C -0.63438 -2.97148 -0.24407  -0.210
C 0.61617 -3.40217 -0.86593  -0.330
C 1.04080 -1.74344 0.76525  -0.148
C -0.33207 -2.04413 0.79638  -0.183
C 1.66800 -2.56204 -0.28783  -0.326
C -1.96637 -3.58507 -0.44725  -0.014
H -1.94279 -4.28692 -1.29600  0.086
H -2.68217 -2.78156 -0.66475  0.090
H -2.34422 -4.13180 0.43380  0.114
C -1.28904 -1.64346 1.87463  -0.005
H -1.53987 -2.49394 2.54053  0.121
H -2.23086 -1.23879 1.47107  0.065
H -0.86622 -0.87386 2.54119  0.081
C 1.68366 -0.83704 1.76369  -0.064
H 1.33871 -1.08333 2.77678  0.101
H 1.39295 0.24994 1.64429  -0.014
H 2.78822 -0.91270 1.77731  0.098
C 3.12483 -2.87971 -0.40928  -0.036
H 3.42366 -3.66467 0.31119  0.112
H 3.74290 -1.99455 -0.21930  0.077
H 3.33795 -3.28121 -1.40919  0.076
C 0.83119 -4.67083 -1.64750  0.003
H 0.99859 -5.50244 -0.95312  0.120
H 1.71328 -4.59038 -2.30096  0.097
H -0.05428 -4.92478 -2.24526  0.086
C -0.86117 -1.09345 -3.19819  -0.367
C -0.54236 -2.52365 -3.44077  -0.328
C -0.02575 -2.99964 -4.80842  -0.166
C 1.37204 -2.43730 -5.06263  -0.148
C 1.95789 -1.89102 -3.73375  -0.303
C 1.78264 -0.45128 -3.42754  -0.337
C 0.90734 0.44046 -4.24991  -0.184
C -0.56524 -0.06272 -4.27078  -0.184
H -0.73238 -2.74921 -5.60194  0.120
H 1.30506 -1.65696 -5.85012  0.124
H 0.04223 -4.10218 -4.83805  0.118
H -0.93735 -0.42437 -5.24273  0.123
H -1.81003 -0.90942 -2.68605  0.095
H -1.39388 -3.12856 -3.09866  0.110
H -1.22894 0.78392 -4.02267  0.102
H 0.86831 1.41896 -3.73919  0.095
H 2.69596 0.05417 -3.15558  0.098
H 1.32157 0.64273 -5.25073  0.133
H 2.04498 -3.22509 -5.42232  0.120
H 3.01675 -2.15285 -3.62697  0.123
P -1.85593 2.17757 -0.25947  0.918
C -2.94882 3.58171 -0.56278  -0.107
C -2.84033 0.66931 -0.26402  -0.144
P 1.43013 1.78471 0.03684  0.933
C -0.21431 2.16752 -1.02598  -0.367
C 3.07006 1.00526 -0.61561  -0.246
C 2.16950 3.43667 0.06928  -0.297
H -2.95463 4.28714 0.26545  0.058
H -3.97178 3.22029 -0.72002  0.082
H -2.61500 4.09650 -1.46313  0.078
H -3.52016 0.60467 -1.13282  0.086
H -3.52288 0.62753 0.60773  0.096
H -2.21773 -0.23442 -0.31644  0.024
H 2.09436 3.85016 -0.95205  0.059
H 3.21739 3.36523 0.41144  0.068
H 1.55986 4.00562 0.77531  0.040
H -0.03245 3.21240 -1.37494  0.067
H -0.27098 1.47710 -1.90364  0.022
H 3.73357 0.75506 0.23489  0.064
H 3.64732 1.68019 -1.26562  0.056
H 2.92779 0.05401 -1.14888  -0.020
O -1.86464 4.45165 2.04809  0.130
C -1.60240 3.27390 2.28555  -0.398
O -1.47024 2.29515 1.35331  -0.169
C -1.34952 2.79600 3.70899  -0.097
C -2.31602 3.10830 4.68034  0.098
C -2.02974 3.00603 6.06742  -0.099
C -0.76017 2.60701 6.50515  0.125
C 0.18812 2.21798 5.53902  -0.099
C -0.12361 2.25135 4.14006  0.087
N 1.53394 1.92056 5.96249  -0.313
O 1.77290 1.97957 7.18494  0.106
O 2.38892 1.64672 5.09163  0.060
N -3.01248 3.41130 7.02986  -0.311
O -4.11907 3.81258 6.61456  0.086
O -2.73251 3.36768 8.24447  0.104
H -3.30263 3.46401 4.39478  0.138
H -0.48093 2.62190 7.56462  0.148
H 0.62569 1.91011 3.40552  0.115

Density functional theory data (ωB97M-V with the def2-TZVPD basis set) for a molecular structure, C30H45AsN4O3Tc.

Calculated values
Gap between HOMO and LUMO (spin up / spin down), eV: 7.62 / 7.59
Calculated total energy, a.u.: -3930.94986
LUMO (spin up / spin down), Eh: -0.1772 / -0.1991
Max |F|, eV Å⁻¹: 0.512
Spin multiplicity: 4
Net charge: +2
Relative energy (zero: lowest compared OMol25 entry of this formula, charge and spin), kcal/mol: 29.56

Each line ends with the Löwdin charge.
CARTESIAN COORDINATES (ANGSTROEM)
Tc 0.19751 0.07527 0.79354  1.373
C -4.44273 2.97049 0.07771  0.008
N -3.51015 2.18021 0.88621  -0.108
C -3.97819 1.87898 2.24152  0.018
C -2.34574 1.73874 0.46090  -0.373
O -1.60107 1.06537 1.21746  -0.149
C -1.89343 2.06288 -0.95649  -0.094
O -0.65751 1.42635 -1.24115  -0.242
C 0.31958 2.25404 -1.85086  -0.086
C 1.30153 2.70818 -0.77482  -0.412
O 1.28513 2.10581 0.31493  -0.076
N 2.14914 3.68900 -1.04180  -0.116
C 3.07915 4.16059 -0.01528  0.007
C 2.17681 4.39837 -2.32119  -0.004
H -4.66684 3.89760 0.60283  0.110
H -5.36528 2.40785 -0.05978  0.112
H -4.03312 3.21620 -0.89305  0.084
H -4.23734 2.81425 2.73463  0.107
H -3.19792 1.37294 2.79756  0.088
H -4.86294 1.24665 2.17989  0.109
H -1.79737 3.14801 -1.05034  0.149
H -2.64611 1.72445 -1.67333  0.136
H -0.14256 3.08900 -2.37655  0.136
H 0.85096 1.64898 -2.59097  0.150
H 2.85997 3.66675 0.92519  0.076
H 2.96730 5.23822 0.09744  0.108
H 4.10317 3.94112 -0.31782  0.105
H 1.87673 3.75250 -3.14109  0.092
H 3.20155 4.70975 -2.51188  0.105
H 1.54281 5.28469 -2.29634  0.110
C -1.51166 -3.49553 -0.44694  -0.286
As -1.36608 -1.66793 -1.10709  1.120
C -0.22156 -1.90822 -2.66196  -0.286
C -3.10865 -1.44606 -1.99409  -0.331
C -3.48131 -2.56679 -2.91995  -0.322
C -3.11029 -2.53389 -4.26143  -0.070
C -3.42902 -3.58398 -5.11000  -0.066
C -4.12471 -4.68255 -4.62542  -0.069
C -4.50977 -4.71935 -3.29282  -0.063
C -4.19225 -3.66626 -2.44735  -0.063
H -1.42330 -4.21097 -1.26254  0.043
H -2.48425 -3.62456 0.02524  0.029
H -0.74668 -3.68586 0.30293  0.004
H -0.57874 -2.74664 -3.25850  0.033
H 0.80265 -2.09668 -2.34280  0.005
H -0.24716 -1.00409 -3.27078  0.025
H -3.05307 -0.49582 -2.53226  0.062
H -3.83936 -1.33253 -1.19039  0.075
H -2.57941 -1.67256 -4.65183  0.110
H -3.14364 -3.53906 -6.15208  0.110
H -4.38108 -5.49764 -5.28728  0.111
H -5.06807 -5.56376 -2.91276  0.111
H -4.51898 -3.69411 -1.41433  0.110
C 0.63005 1.13486 4.23228  -0.039
C 1.22288 -0.17170 3.65907  -0.556
C 1.17463 -1.23453 4.77156  -0.035
C 0.25966 -0.55553 2.56551  -0.137
C 2.64866 0.00688 3.13938  -0.197
C 3.21799 1.25421 2.90863  -0.046
C 4.54013 1.37055 2.48652  -0.079
C 5.31780 0.24012 2.29683  -0.084
C 4.75878 -1.01379 2.52005  -0.076
C 3.44004 -1.12413 2.92736  -0.049
H -0.38026 0.95375 4.59975  0.091
H 0.58321 1.93369 3.49286  0.073
H 1.23526 1.47390 5.07430  0.108
H 0.18716 -1.25464 5.23240  0.092
H 1.90889 -0.99961 5.54223  0.107
H 1.38875 -2.23613 4.40107  0.081
H -0.66384 -1.01548 2.93770  0.082
H 2.65084 2.15638 3.08495  0.101
H 4.97204 2.35344 2.34705  0.106
H 6.35726 0.33198 2.01145  0.109
H 5.36094 -1.90595 2.40454  0.113
H 3.03195 -2.10799 3.11909  0.113
N 3.92899 -1.26390 -0.73379  0.108
C 3.39404 -2.50428 -0.47763  -0.045
C 2.16439 -2.27387 0.04104  -0.135
N 1.95232 -0.90757 0.10974  -0.098
C 3.04715 -0.33302 -0.35651  -0.159
H 4.85851 -1.07720 -1.07613  0.174
H 3.92567 -3.41538 -0.68026  0.133
H 1.43133 -2.97877 0.38791  0.100
H 3.23814 0.72529 -0.37156  0.129

Density functional theory data (ωB97M-V with the def2-TZVPD basis set) for a molecular structure, C30H45BN7O2S2Sm at a distorted geometry.

Calculated values
Gap between HOMO and LUMO (spin up / spin down), eV: 6.40 / 6.41
Calculated total energy, a.u.: -3183.25234
LUMO (spin up / spin down), Eh: -0.0009 / -0.0010
Max |F|, eV Å⁻¹: 2.410
Spin multiplicity: 6
Relative energy (zero: lowest compared OMol25 entry of this formula, charge and spin), kcal/mol: 28.29

Each line ends with the Löwdin charge.
CARTESIAN COORDINATES (ANGSTROEM)
Sm 0.42336 -0.94305 -0.01214  1.486
C -0.06250 -0.73312 -4.75572  -0.023
C 0.60820 -0.67630 -3.41974  -0.299
N 0.37687 -1.49395 -2.46534  -0.184
N -0.51580 -2.49277 -2.58461  -0.033
C -0.24411 -3.49302 -1.75719  -0.914
N -1.13710 -4.50982 -1.71644  0.095
S 1.22669 -3.66586 -0.88463  0.560
C 1.69883 0.26806 -3.14097  -0.209
C 2.10966 1.21745 -4.07611  0.000
C 3.24429 1.96866 -3.83281  -0.055
C 3.94116 1.76835 -2.65173  -0.069
C 3.42945 0.85103 -1.74771  -0.142
N 2.34531 0.11983 -1.96476  0.077
H -0.46495 0.24287 -5.03139  0.079
H -0.87296 -1.45633 -4.70622  0.065
H 0.64241 -1.04637 -5.52972  0.092
H -2.06123 -4.32134 -2.07067  0.098
H -1.05303 -5.14640 -0.94058  0.072
H 1.55337 1.34836 -4.99342  0.110
H 3.58565 2.69808 -4.55595  0.112
H 4.85065 2.31044 -2.43291  0.109
H 3.91912 0.70570 -0.78910  0.110
N 2.87548 -1.45744 1.09172  -0.051
C 3.20114 -0.68042 2.29695  -0.247
C 2.07287 -0.80958 3.31036  -0.249
N 0.83122 -0.31063 2.71906  -0.009
H 2.90561 -2.45099 1.29661  0.062
H 3.56804 -1.30320 0.36734  0.069
H 3.29171 0.36853 2.00505  0.106
H 4.13896 -0.99849 2.76242  0.115
H 2.35808 -0.28077 4.22560  0.116
H 1.93395 -1.86332 3.56595  0.108
H 0.88473 0.70017 2.61615  0.065
H 0.03238 -0.51988 3.30859  0.086
C -3.85424 0.31019 3.66615  -0.127
C -3.34044 0.76754 2.45984  -0.105
C -2.53588 -0.03755 1.67436  -0.079
C -2.19449 -1.34857 2.07057  -0.342
C -2.71282 -1.78910 3.31016  -0.043
C -3.52643 -0.97563 4.07894  -0.106
N -1.30740 -2.08362 1.31853  -0.115
C -1.21029 -3.45037 1.61705  -0.368
C -2.30079 -4.32560 1.51181  -0.059
C -2.16154 -5.67921 1.77001  -0.104
C -0.93459 -6.20277 2.16129  -0.110
C 0.14518 -5.34593 2.30715  -0.101
C 0.00605 -3.99410 2.04106  -0.110
H -4.49429 0.94058 4.26932  0.089
H -3.58461 1.76689 2.11626  0.098
H -2.17054 0.32896 0.72191  0.023
H -2.45366 -2.77686 3.66715  0.104
H -3.90160 -1.34769 5.02554  0.097
H -3.26209 -3.92065 1.21650  0.118
H -3.02068 -6.33255 1.67090  0.098
H -0.82861 -7.26146 2.35996  0.094
H 1.10569 -5.73546 2.62319  0.101
H 0.84223 -3.32038 2.17787  0.062
C -2.71687 1.71685 -2.58939  -0.372
S -2.51605 0.02308 -1.98540  0.762
C -3.86388 -0.80248 -2.86759  -0.381
H -2.65516 1.74383 -3.67714  0.035
H -1.89495 2.28265 -2.15388  0.009
H -3.67276 2.11984 -2.25714  0.038
H -4.78629 -0.23947 -2.73758  0.035
H -3.97015 -1.78639 -2.41628  0.027
H -3.62107 -0.90498 -3.92389  0.031
C 0.97036 4.65061 -1.52205  -0.005
C 0.43656 3.85323 -0.33702  -0.470
C -0.79947 4.55699 0.22265  -0.010
O 0.00250 2.57200 -0.82328  0.008
B 0.48291 1.52392 -0.04966  -0.656
O 1.36239 2.07018 0.90872  -0.028
C 1.51082 3.49531 0.75446  -0.468
C 2.95071 3.77560 0.32913  -0.010
C 1.27837 4.13796 2.11762  -0.014
H 0.15617 4.81266 -2.22926  0.091
H 1.76138 4.10704 -2.03669  0.076
H 1.34757 5.62301 -1.20126  0.093
H -1.52180 4.68809 -0.58369  0.090
H -0.54938 5.53815 0.62782  0.090
H -1.26879 3.95234 0.99833  0.091
H 3.18254 3.26895 -0.60327  0.056
H 3.62695 3.40049 1.09948  0.092
H 3.12279 4.84560 0.20878  0.093
H 0.30358 3.86968 2.52137  0.087
H 1.35535 5.22440 2.05709  0.093
H 2.04396 3.77975 2.80759  0.089

Density functional theory data (ωB97M-V with the def2-TZVPD basis set) for a molecular structure, C30H45BrCdN2P2S at a distorted geometry.

Calculated values
Gap between HOMO and LUMO, eV: 5.67
Calculated total energy, a.u.: -5101.71316
LUMO, Eh: -0.2391
Max |F|, eV Å⁻¹: 2.124
Spin multiplicity: 1
Net charge: +2
Relative energy (zero: lowest compared OMol25 entry of this formula, charge and spin), kcal/mol: 0.00

Each line ends with the Löwdin charge.
CARTESIAN COORDINATES (ANGSTROEM)
N 9.86778 -0.43530 1.87170  0.067
C 9.12044 -1.01592 2.80736  -0.129
C 7.73236 -1.12870 2.69915  -0.013
C 7.04736 -0.59015 1.57432  -0.200
C 7.87317 -0.00151 0.58539  -0.009
C 9.26669 0.03482 0.77210  -0.118
C 5.58187 -0.65793 1.49871  -0.008
Cd -0.57017 0.02299 0.38634  1.193
P -3.57071 -2.07835 -2.99344  0.951
C 4.77743 -0.17979 0.50744  -0.037
C 3.40059 -0.57609 0.44491  -0.222
C 2.71956 -0.72908 -0.78588  -0.031
C 1.51215 -1.43811 -0.83618  -0.178
C 1.05162 -2.06066 0.36506  -0.805
C 1.56882 -1.65661 1.62326  -0.167
C 2.77617 -0.98970 1.63323  -0.027
Br -0.26583 -3.37431 0.29028  0.889
H 5.17465 -1.24756 2.30698  0.103
H 5.22163 0.40504 -0.30165  0.118
H 7.21023 -1.63433 3.51741  0.113
H 7.45911 0.43015 -0.33264  0.105
H 9.66049 -1.39720 3.68574  0.119
H 9.91121 0.47992 0.01242  0.113
H 3.19131 -0.39596 -1.70285  0.124
H 3.32446 -0.87095 2.56476  0.123
H 0.93983 -1.50970 -1.75409  0.097
H 1.06886 -1.85654 2.56131  0.098
P -0.56220 2.19056 -0.50395  0.776
C -2.59568 -3.16784 -1.89041  -0.522
C -2.72844 -4.65184 -2.26021  -0.162
H -2.93223 -2.99801 -0.87059  0.037
H -1.54795 -2.86241 -2.00408  -0.004
H -2.34666 -5.29241 -1.46342  0.058
H -3.76912 -4.93146 -2.45354  0.069
H -2.15072 -4.90301 -3.16152  0.080
C -2.28061 -1.23219 -4.01134  -0.437
C -2.76639 -0.92939 -5.42217  -0.167
H -1.42841 -1.91647 -4.04509  0.072
H -1.99318 -0.30891 -3.49226  0.029
H -1.91927 -0.65069 -6.05074  0.069
H -3.25589 -1.78354 -5.89203  0.070
H -3.46764 -0.08934 -5.45023  0.072
C -4.28613 -0.75709 -1.97339  -0.467
C -5.73090 -1.07136 -1.54708  -0.172
H -4.25496 0.17897 -2.55939  0.077
H -3.65320 -0.65521 -1.06487  0.046
H -6.16760 -0.24755 -0.97368  0.064
H -6.40195 -1.26280 -2.39240  0.075
H -5.76378 -1.95213 -0.90002  0.065
C -2.01156 3.00758 0.19039  -0.410
C -1.81353 4.50507 0.36258  -0.123
H -2.24710 2.51213 1.15327  0.023
H -2.83399 2.77118 -0.50038  0.096
H -1.34112 4.73143 1.32338  0.078
H -1.20620 4.94626 -0.43256  0.082
H -2.79054 4.98763 0.34686  0.087
C -0.61922 2.07989 -2.29793  -0.396
C 0.74303 2.04820 -2.99226  -0.113
H -1.18454 3.00072 -2.53723  0.102
H -1.24805 1.21112 -2.59583  0.053
H 1.33994 2.89688 -2.67699  0.068
H 1.29404 1.12962 -2.79597  0.060
H 0.57126 2.11971 -4.06347  0.092
C 1.02058 2.88894 0.00187  -0.396
C 1.20427 3.29735 1.46945  -0.123
H 1.08043 3.75258 -0.67409  0.090
H 1.78983 2.15588 -0.30201  0.077
H 2.21602 3.02849 1.81495  0.087
H 1.11201 4.38908 1.55695  0.085
H 0.48919 2.83145 2.16436  0.024
S -1.12889 0.57716 2.88725  0.526
C -2.69276 0.18806 3.50381  -0.713
N -3.59040 1.20252 3.77276  0.070
C -4.84260 0.98654 4.30106  -0.005
C -5.21432 -0.31045 4.62404  -0.014
C -4.30786 -1.36733 4.40961  0.005
C -3.05382 -1.10370 3.87745  -0.080
H -3.27274 2.15581 3.61342  0.150
H -5.45285 1.87577 4.44372  0.145
H -6.19988 -0.49472 5.03307  0.126
H -4.57678 -2.39417 4.67195  0.136
H -2.28000 -1.86104 3.72781  0.115